1.
C14H20N2 in the gas phase, computed with ωB97M-V/def2-TZVPD.

Kohn-Sham gap (Ha): 0.350
E_HOMO (eV): -8.563
Relative energy (zero: lowest compared OMol25 entry of this formula, charge and spin) (kJ/mol): 224.8
Electronic energy (a.u.): -654.948377

Geometry as XYZ:
```
36
Properties=species:S:1:pos:R:3:nbo_charge:R:1
H -2.62980 -0.98720 -2.30370 0.203
H 1.57295 2.08277 1.79188 0.196
C 4.88139 2.14889 -0.16472 -0.203
H 0.40011 0.20844 0.93144 0.206
C -0.06550 1.85773 -0.48415 -0.446
N -0.36607 -0.66734 -0.80458 -0.614
H -0.11795 2.60544 0.29273 0.217
H -4.45526 -1.24637 -0.64163 0.184
C 0.23627 0.42990 -0.11745 -0.037
C -3.03885 -2.39094 1.27981 -0.222
H 3.62480 2.82457 2.88967 0.210
C -3.87406 -2.12312 -0.94578 -0.218
C 2.49496 2.09652 1.23048 -0.168
H 3.75419 1.42260 -1.82307 0.206
C -1.71431 -0.99646 -0.34209 -0.044
C -1.63150 -1.94426 0.86058 -0.425
C 2.50875 1.69906 -0.10356 -0.034
H -1.03273 -2.81213 0.57263 0.203
C 4.85374 2.54425 1.16068 -0.226
H -0.38657 -0.47515 -1.80155 0.354
H -2.25859 -0.08215 -0.03903 0.168
N -3.78871 -3.00495 0.20113 -0.614
H -3.33034 -3.86853 -0.07662 0.345
H -0.73375 2.04458 -1.31301 0.216
H -4.42354 -2.63951 -1.73622 0.200
C -2.50178 -1.67490 -1.46362 -0.427
H -1.13536 -1.45072 1.69643 0.206
C 3.72007 1.73098 -0.78890 -0.202
H -3.61256 -1.52094 1.61819 0.182
C 1.28625 1.25785 -0.80685 -0.239
H 5.81114 2.16675 -0.71429 0.212
H 1.45742 1.01760 -1.85090 0.216
C 3.65566 2.51648 1.85421 -0.220
H -1.93691 -2.54190 -1.81451 0.201
H -2.98060 -3.10350 2.10483 0.201
H 5.75704 2.87570 1.65154 0.212
```



2.
A molecular structure, C39H50ClCoN2OPSSe2 in a non-equilibrium geometry, computed with ωB97M-V/def2-TZVPD.

Kohn-Sham gap (alpha / beta) (Ha): 0.256 / 0.282
Charge: +1
E_HOMO (alpha / beta) (eV): -9.208 / -10.689
2S+1: 5
Expectation value of S²: 6.08
Relative energy (zero: lowest compared OMol25 entry of this formula, charge and spin) (kJ/mol): 16.7
Electronic energy (a.u.): -9086.012135

Geometry as XYZ:
```
98
Properties=species:S:1:pos:R:3:lowdin_spin:R:1
H 0.73963 5.43387 -3.85659 0.000
H 4.85579 2.16352 1.90318 0.001
C 1.67927 -1.90709 5.26307 0.000
C -3.40299 -4.12749 0.33419 0.001
C -3.11566 6.03551 -0.00652 0.000
H 5.25061 -0.75447 -2.30281 0.001
H 0.48429 1.64301 -4.28053 0.001
O 0.83395 2.43155 0.73089 0.148
H -3.71008 1.88327 -0.32751 0.000
C -0.10868 3.67953 -4.74683 0.000
H 2.39218 -4.83402 3.72299 0.000
H 5.40720 1.88034 -0.48461 0.000
H 1.85782 -2.15078 -1.35829 0.032
C 4.27246 -1.01021 -1.90585 0.007
H -2.38323 6.44798 -0.70341 0.000
C -2.92142 -4.18735 1.63655 0.000
C 0.03880 1.51656 0.93908 0.177
C -2.05181 -0.07163 3.52222 0.000
H -1.75025 4.01545 -1.31197 0.000
C -2.51382 3.65584 -0.61446 0.000
C -1.87700 -2.33438 -0.15225 0.003
H 1.83386 -1.38697 6.19985 0.000
H -3.42675 0.84039 4.88576 0.000
H 2.20625 -3.39993 -0.02518 0.027
H -4.39332 4.30946 0.19896 0.000
H -2.91644 3.14774 4.18270 0.000
H -1.55035 -3.37299 3.06370 0.000
C -2.88413 -3.20060 -0.55629 0.000
H -2.00184 3.53187 0.34485 0.000
C -1.32076 -5.59127 -2.51734 0.142
C -0.65275 -5.98566 -1.36042 -0.018
C -0.42006 2.21491 -4.46811 0.001
N -1.27394 2.08358 -3.29097 0.008
H -1.51045 -4.13305 -4.07981 -0.004
H -2.27563 -1.07809 3.85469 0.000
C 2.08779 3.79984 -3.46255 0.000
C -1.92487 -3.31632 2.04894 0.004
H 2.65390 3.86673 -4.39449 0.000
H -3.24854 -3.16126 -1.57491 0.000
H 3.47404 2.68472 0.93973 0.000
H 2.06498 2.75226 -3.15589 0.000
C -2.69452 1.01297 4.10723 0.007
C -3.02714 2.29336 -1.07145 0.000
C 1.25594 -3.23543 2.86453 0.006
H -2.62992 5.94408 0.96726 0.000
S 0.16085 0.07761 -2.25948 0.041
H 2.77588 -3.65107 5.86331 0.000
C -0.84798 1.46294 2.11401 0.043
H 0.45173 3.72793 -5.68414 0.000
H -0.92617 -6.91272 -0.87473 -0.004
H 3.67059 -1.45259 -2.69556 0.001
H -1.04483 4.21826 -4.93084 0.000
Cl -2.60017 -6.57546 -3.13567 0.047
C -0.98491 -4.40942 -3.17525 -0.018
C 0.68327 4.36578 -3.63629 0.000
C -1.12765 0.14874 2.50969 0.007
C 0.69394 -3.95831 -1.46931 0.048
H -3.61548 2.38075 -1.99084 0.000
C 0.34404 -5.18765 -0.85088 0.121
P -0.14857 -1.16105 1.65104 0.057
H -3.92695 6.75644 0.09081 0.000
H -1.78391 0.65183 -0.51539 0.003
H -1.44957 -1.63162 -0.86103 0.000
H 3.63872 -1.52645 3.14744 0.000
C 1.99374 -3.83806 3.87188 0.000
H -2.05017 2.72460 -3.23930 0.000
H 0.24818 -2.67407 -3.15618 0.005
C -1.09958 1.25182 -2.25958 0.010
C -1.39591 -2.38339 1.15409 0.014
N -1.96206 1.31919 -1.24833 0.006
C 4.10383 -0.84494 2.44007 0.005
H 4.27630 -1.36559 1.50090 0.000
H -4.12646 4.80209 -1.45704 0.000
H -1.23296 3.55725 2.39205 0.002
H 0.53515 -0.30963 4.42113 0.000
C 0.94404 -1.29753 4.25338 0.006
H 2.63886 4.34856 -2.69754 0.000
H 1.06965 -3.77024 1.94092 0.001
H 0.13743 4.28156 -2.69090 0.000
H -4.17715 -4.81243 0.01167 0.000
C 4.72812 1.17817 -0.00466 0.001
H -3.32396 -4.91286 2.33173 0.000
H -0.92503 1.76255 -5.32424 0.000
C 1.65426 -3.11510 -0.91120 0.482
Co 1.24272 0.20774 0.11050 2.366
C -3.62887 4.68491 -0.48873 0.000
C -1.47460 2.55025 2.71101 0.011
C 0.72588 -1.95536 3.04292 0.007
H 5.29844 0.29224 0.27009 0.000
Se 2.88308 0.64793 2.20298 0.039
C 4.08501 1.82447 1.21215 0.000
C 2.20769 -3.17552 5.07458 0.005
H 5.04137 -0.47733 2.85182 0.001
H 0.86810 -5.49458 0.04710 0.005
C -2.40806 2.31752 3.71003 0.001
H 4.36098 -1.70657 -1.07673 0.001
Se 3.39550 0.63195 -1.33738 0.022
C 0.00119 -3.60289 -2.65739 0.119
```



3.
2 unconnected molecules or ions with the total composition C8H10N2O3 in a non-equilibrium geometry, computed with ωB97M-V/def2-TZVPD.

Kohn-Sham gap (Ha): 0.339
E_HOMO (eV): -8.630
Relative energy (zero: lowest compared OMol25 entry of this formula, charge and spin) (kJ/mol): 421.1
Electronic energy (a.u.): -645.950192

Geometry as XYZ:
```
23
Properties=species:S:1:pos:R:3:nbo_charge:R:1
H -0.86507 2.55141 -1.22368 0.190
N -1.83478 -1.80156 -0.16320 -0.297
O -2.55152 -0.18446 1.24706 -0.679
O 1.18870 2.19916 -1.59230 -0.497
H 0.40104 4.03258 -1.03417 0.233
H 0.72438 -3.71002 -0.41133 0.199
H 1.33064 -2.47081 1.60288 0.216
C 0.06659 -2.92794 -0.01122 -0.022
O 0.77916 0.95041 0.24726 -0.519
H 1.91953 -0.38997 -2.71644 0.229
H -0.89119 2.12226 0.92882 0.181
C -1.63479 -1.09779 0.88056 0.470
H 1.68895 -1.02796 -0.96595 0.214
C -0.43461 -1.28315 1.63010 -0.207
C 0.23072 2.22324 0.48085 -0.097
C 0.42526 -2.29370 1.17280 -0.203
H -3.21333 0.01535 0.58004 0.501
C 1.18779 0.93217 -1.12889 0.571
N -1.01118 -2.63699 -0.65853 -0.196
C 0.11257 2.93292 -0.85858 -0.115
H 0.83724 2.69874 1.21141 0.185
C 1.78165 -0.18827 -1.61214 -0.575
H -0.23775 -0.64561 2.39465 0.217
```